Record 1
{"formula": "H29O14", "method": "ωB97M-V/def2-TZVPD", "lumo_ev": -3.04, "de_lowest_kcal_mol": 144.0, "spin_multiplicity": 1, "charge": 1, "homo_ev": -13.78, "symbols": ["O", "H", "O", "H", "H", "O", "H", "H", "O", "H", "H", "O", "H", "H", "O", "H", "H", "O", "H", "H", "O", "H", "H", "O", "H", "H", "O", "H", "H", "O", "H", "H", "O", "H", "H", "O", "H", "H", "O", "H", "H", "H", "H"], "positions_angstrom": [[-3.214, -0.523, 1.160], [1.971, 1.807, 3.141], [-0.495, 1.604, -1.845], [0.268, 2.219, 1.377], [0.289, 1.936, -2.562], [-3.365, -0.993, -2.931], [-2.603, 3.696, -0.647], [-3.985, -0.176, -2.908], [-0.159, 1.743, 2.135], [-0.207, 0.046, 2.358], [-1.119, 1.971, 2.058], [2.424, 0.380, -0.384], [1.922, 1.191, -0.065], [1.736, 0.237, -0.999], [2.377, -1.347, 1.454], [0.829, -0.948, 3.814], [-3.547, 3.516, 0.581], [0.574, -0.977, 4.618], [0.140, -1.883, 4.766], [-1.083, 0.900, -2.434], [2.440, 1.113, 3.254], [3.422, 1.042, 2.901], [0.828, -2.501, -1.039], [-0.590, -0.818, 1.843], [-2.747, 0.270, 0.777], [-3.828, -0.539, 0.447], [-0.777, -1.869, -4.247], [-0.836, -1.818, -2.506], [-4.102, -1.674, -3.168], [-2.657, 3.373, 0.263], [2.171, -3.540, -0.962], [2.278, -2.121, 0.629], [3.344, 2.521, -1.455], [-1.080, -1.250, 2.581], [3.505, 1.706, -1.136], [-0.712, -2.052, -1.586], [3.961, 2.992, -0.846], [-1.264, -1.762, -0.860], [1.721, -2.740, -0.672], [-1.503, -1.189, -4.480], [2.280, -0.504, 0.764], [-0.020, -1.766, -4.963], [1.415, -1.271, 1.774]], "lowdin_charge": [-0.058, -0.102, -0.204, 0.085, 0.146, -0.126, 0.044, 0.089, -0.063, 0.072, 0.083, 0.014, 0.120, 0.057, 0.060, -0.148, 0.038, 0.013, 0.111, 0.101, 0.002, 0.141, 0.036, -0.139, 0.045, 0.010, -0.123, -0.022, 0.108, -0.055, 0.091, 0.157, -0.020, 0.064, -0.074, -0.043, 0.084, 0.051, -0.031, 0.076, 0.079, 0.132, 0.097]}

=====

Record 2
{"formula": "H29O14", "method": "ωB97M-V/def2-TZVPD", "lumo_ev": -2.60, "de_lowest_kcal_mol": 74.5, "spin_multiplicity": 1, "charge": 1, "homo_ev": -12.51, "symbols": ["O", "H", "O", "H", "H", "O", "H", "H", "O", "H", "H", "O", "H", "H", "O", "H", "H", "O", "H", "H", "O", "H", "H", "O", "H", "H", "O", "H", "H", "O", "H", "H", "O", "H", "H", "O", "H", "H", "O", "H", "H", "H", "H"], "positions_angstrom": [[-2.271, -2.331, 3.535], [4.860, -0.770, 0.137], [1.076, 1.727, -0.869], [-4.015, -2.215, 0.786], [0.436, 1.721, -1.616], [3.455, -2.937, 0.430], [2.504, 2.962, 0.304], [3.914, -3.783, 0.383], [-3.510, -2.970, 1.130], [1.534, 1.326, 3.720], [-3.351, -3.340, 0.247], [0.136, 4.089, -2.030], [-0.502, 4.079, -2.740], [0.819, 4.739, -2.199], [1.683, -0.694, -0.482], [-0.731, -2.233, -3.440], [4.007, 3.079, 0.184], [-3.278, 1.952, -0.851], [-3.470, 2.372, -0.011], [1.112, 0.776, -0.482], [4.387, -0.578, 0.949], [3.613, -0.098, 0.642], [-0.371, -3.608, -2.726], [1.704, 0.892, 2.884], [-2.446, -2.610, 2.628], [-1.766, -3.075, 3.878], [-3.408, 0.018, -3.144], [-1.771, 1.117, -1.724], [4.040, -2.462, 1.052], [3.222, 2.904, -0.311], [1.153, -1.440, -0.805], [-0.731, 0.281, 3.820], [-1.614, 0.375, 3.447], [2.215, 0.097, 2.942], [-2.039, -0.382, 3.859], [-1.022, 0.510, -1.717], [1.980, 1.611, -1.248], [-1.410, -0.369, -1.729], [-0.568, -2.676, -2.614], [-2.910, -0.577, -3.698], [2.155, -1.223, 0.190], [-4.289, 0.167, -3.482], [-4.083, 1.482, -1.084]], "lowdin_charge": [-0.058, 0.067, 0.159, 0.064, 0.111, -0.072, 0.037, 0.055, -0.045, 0.045, 0.058, -0.030, 0.045, 0.051, -0.017, 0.030, 0.054, -0.037, 0.061, 0.104, -0.039, 0.014, 0.050, -0.035, -0.003, 0.050, -0.034, 0.009, 0.028, -0.018, 0.083, 0.005, -0.075, 0.023, -0.009, -0.048, 0.137, 0.033, -0.036, 0.036, 0.050, 0.054, 0.043]}

=====

Record 3
{"formula": "H29O14", "method": "ωB97M-V/def2-TZVPD", "lumo_ev": [-6.34, -13.21], "de_lowest_kcal_mol": 17.8, "spin_multiplicity": 2, "charge": 2, "s2": 0.756, "homo_ev": [-16.17, -16.17], "symbols": ["O", "H", "O", "H", "H", "O", "H", "H", "O", "H", "H", "O", "H", "H", "O", "H", "H", "O", "H", "H", "O", "H", "H", "O", "H", "H", "O", "H", "H", "O", "H", "H", "O", "H", "H", "O", "H", "H", "O", "H", "H", "H", "H"], "positions_angstrom": [[1.694, 2.296, 2.647], [2.024, 0.126, -3.759], [-2.281, -1.108, -2.862], [-1.414, -0.895, -3.199], [1.134, 0.744, -4.882], [-2.664, 2.306, -2.890], [2.592, -2.265, -3.341], [-2.936, 3.068, -2.374], [0.748, 2.149, -0.363], [0.873, 2.641, 0.452], [1.611, 1.717, -0.443], [0.940, 0.910, 4.817], [1.822, 0.536, 4.726], [0.448, 0.564, 5.552], [-0.072, -1.561, 1.664], [-0.725, -1.364, 2.333], [0.854, -1.695, 1.918], [-2.446, 3.195, 0.341], [-2.228, 3.598, 1.186], [-1.661, 3.126, -0.203], [-2.247, -3.747, -0.018], [-1.358, -3.938, -0.292], [-2.508, -4.346, 0.677], [-1.796, 0.146, -0.472], [-1.937, 1.040, -0.162], [1.487, 1.887, 3.547], [1.140, 0.151, -4.132], [3.131, 0.061, 1.256], [-1.982, 2.590, -3.502], [3.076, -1.957, -2.566], [-3.395, -2.232, -0.354], [3.206, -0.993, 2.608], [2.344, -1.363, 2.860], [-0.957, -0.232, -0.173], [2.717, -2.267, 2.881], [3.232, 1.009, 1.154], [-2.843, -0.475, -3.329], [4.166, 1.170, 1.007], [-3.709, -1.333, -0.662], [-3.441, -1.815, -1.539], [-2.808, -0.639, -0.388], [2.591, 1.924, 2.600], [3.578, -2.731, -2.318]], "lowdin_charge": [0.344, 0.018, -0.036, 0.044, 0.042, -0.040, 0.041, 0.033, 0.067, 0.031, 0.055, 0.005, 0.056, 0.092, -0.055, 0.047, -0.010, -0.026, 0.056, 0.008, -0.014, 0.055, 0.066, 0.075, 0.063, 0.092, -0.049, 0.046, 0.044, -0.061, 0.094, 0.049, -0.044, 0.089, 0.106, 0.003, 0.071, 0.104, 0.087, 0.145, 0.082, 0.092, 0.033]}

=====

Record 4
{"formula": "H29O15", "method": "ωB97M-V/def2-TZVPD", "lumo_ev": 2.53, "de_lowest_kcal_mol": 128.8, "spin_multiplicity": 1, "charge": -1, "homo_ev": -6.32, "symbols": ["O", "H", "H", "O", "H", "H", "O", "H", "H", "O", "H", "H", "O", "H", "H", "O", "H", "H", "O", "H", "H", "O", "H", "H", "O", "H", "H", "O", "H", "O", "H", "H", "O", "H", "H", "O", "H", "H", "O", "H", "H", "O", "H", "H"], "positions_angstrom": [[1.851, 2.233, 1.332], [2.738, 2.558, 1.738], [-0.932, 0.393, -2.974], [0.711, -0.975, 1.199], [0.314, -0.922, 2.059], [2.227, -1.248, 0.912], [-0.238, 0.388, -3.478], [0.041, 1.805, 1.072], [-1.353, -3.825, -2.692], [-1.103, -1.949, -3.773], [5.606, -0.152, -1.395], [-1.032, -2.707, -4.503], [-0.833, -3.820, 0.390], [-1.243, -3.037, 0.823], [1.988, -0.941, -1.318], [-2.907, 2.314, -0.306], [-1.130, 3.395, -1.301], [-2.196, 2.005, 0.176], [-0.614, 1.102, 1.119], [-1.474, -4.498, 0.062], [-0.039, -0.074, 1.021], [-0.973, 1.605, 3.756], [-1.104, 2.573, 3.407], [2.045, 1.647, 0.595], [4.852, 0.198, -1.933], [4.293, 0.503, -1.097], [0.337, -0.210, -2.897], [-1.670, 3.979, -1.939], [-1.023, -1.176, -4.032], [-3.788, -1.045, 2.977], [-4.329, -0.956, 2.348], [-2.488, 3.354, -2.167], [1.845, 2.339, 4.424], [1.797, 2.188, 3.569], [1.166, 1.930, 4.883], [2.366, -0.943, -2.229], [3.145, -0.462, -1.956], [-0.987, 1.307, 2.754], [-2.326, -3.617, -2.580], [-3.601, 1.641, -0.083], [-4.019, -0.537, 3.880], [3.073, -1.439, 0.249], [-2.413, -2.642, -2.669], [3.420, -2.284, 0.573]], "lowdin_charge": [-0.082, 0.111, -0.065, -0.216, 0.003, 0.055, -0.002, -0.045, 0.054, -0.023, 0.063, 0.159, -0.105, 0.038, 0.025, -0.068, 0.049, -0.064, -0.298, 0.039, 0.022, -0.189, 0.076, 0.038, -0.113, 0.094, 0.078, -0.174, -0.142, -0.017, -0.120, 0.079, 0.021, -0.096, -0.011, -0.085, -0.050, 0.008, -0.139, 0.070, 0.136, -0.173, 0.028, 0.029]}

=====

Record 5
{"formula": "H2IO", "method": "ωB97M-V/def2-TZVPD", "lumo_ev": 3.65, "de_lowest_kcal_mol": 6.2, "spin_multiplicity": 1, "charge": -1, "homo_ev": -3.36, "symbols": ["O", "H", "H", "I"], "positions_angstrom": [[0.240, 1.332, -0.152], [0.021, 0.373, -0.137], [-0.589, 1.781, 0.127], [0.328, -3.486, 0.163]], "lowdin_charge": [-0.110, 0.030, 0.035, -0.955]}

=====

Question: Which value of charge does entry 4 give?
Answer: -1